Entry 1:
Density functional theory data (ωB97M-V with the def2-TZVPD basis set) for C26H36ClN5O6 in the gas phase.

Computed properties:
HOMO level (eV): -8.692
Gap between HOMO and LUMO (eV): 8.626
Structure (SMILES): CC(C)(C)OC(=O)NCCCC[C@H](NC(=O)c1[nH]cnc1C(=O)Nc1ccc(Cl)cc1)C(=O)OC(C)(C)C

XYZ file:
```
74
Properties=species:S:1:pos:R:3:forces:R:3:nbo_charge:R:1
C 2.81114 -2.15190 0.50967 0.491 0.308 0.218 0.219
H -3.36841 -0.37336 3.97381 -0.097 0.013 -0.037 0.216
H 1.53117 -0.34426 -2.83327 -0.136 -0.043 -0.075 0.211
C 2.98169 -1.18173 1.49389 -0.141 -0.077 0.001 -0.244
O -2.69459 0.47336 -0.23797 0.272 -0.027 -0.234 -0.530
C -1.55739 0.40055 -2.27657 -0.269 0.106 0.349 -0.618
H 2.13946 -0.84817 2.07386 -0.026 0.035 0.008 0.249
H 1.75800 3.31916 -2.07403 -0.004 0.047 -0.053 0.247
H -4.66621 1.78851 -1.63186 -0.050 0.030 -0.036 0.238
O 1.71413 3.11204 0.21709 0.174 0.345 -0.132 -0.675
H -1.66287 -1.21748 1.55122 -0.107 -0.174 -0.079 0.441
H 0.72918 1.94193 3.31967 -0.010 0.105 -0.001 0.181
H 3.79957 2.64327 -0.75390 0.068 0.041 -0.002 0.242
H 6.02660 -2.39698 -0.54007 0.084 -0.024 -0.043 0.232
C 1.83796 2.39819 -2.64417 0.003 -0.096 0.312 -0.647
H -1.99430 3.14474 -2.19139 0.046 0.034 -0.128 0.216
H 4.26384 0.93867 -0.65307 0.073 -0.098 0.029 0.212
O -4.29122 -2.51206 0.38598 -0.130 -0.034 -0.153 -0.643
N -0.31085 -4.28859 -0.75756 0.285 -0.056 -0.050 -0.474
H 4.35949 0.11415 2.48692 0.028 0.076 0.072 0.233
C 2.52985 -0.01466 -2.55832 -0.129 0.294 0.361 -0.615
H -4.31769 0.18228 -2.28157 -0.031 -0.101 -0.054 0.216
H -4.54390 -0.60075 1.90388 0.212 0.152 -0.027 0.258
O 0.08613 -1.44346 1.38437 0.060 0.037 0.080 -0.679
H -1.39974 0.85170 -3.25216 0.032 0.065 -0.111 0.212
C 5.17214 -2.05954 0.02461 0.030 0.120 0.115 -0.222
H -3.47909 -4.45945 -0.78151 0.042 0.026 -0.018 0.451
H -1.90597 -0.62105 -2.41177 -0.057 -0.124 -0.055 0.210
H -0.61706 0.37690 -1.73042 0.133 0.014 0.018 0.227
C -1.66721 0.78161 3.35725 -0.291 0.203 -0.091 -0.403
H 2.99601 -0.78282 -1.94725 0.063 -0.084 0.030 0.212
C -1.40929 -4.87499 -1.14070 0.025 -0.078 -0.067 0.198
H 2.46589 2.57372 -3.51324 0.066 -0.023 -0.135 0.210
H -3.77705 1.23906 3.37343 -0.055 -0.027 0.040 0.227
H 0.84654 2.10200 -2.97772 -0.124 -0.047 -0.083 0.206
C -3.94539 1.20126 -2.19449 0.109 -0.039 0.306 -0.645
H -1.44778 -5.74233 -1.76870 -0.119 -0.178 -0.124 0.209
H -2.81134 3.17391 -0.62649 -0.010 0.058 -0.001 0.237
C 4.23251 -0.64514 1.73185 0.227 -0.098 -0.137 -0.205
C 2.45775 1.29980 -1.77857 0.403 0.208 -0.497 0.275
C 3.85222 1.70764 -1.30325 -0.302 -0.007 0.101 -0.643
H 0.44424 3.26528 2.16848 0.005 -0.137 0.119 0.237
H 4.50812 1.83642 -2.15963 0.090 -0.023 -0.118 0.211
C 5.32341 -1.08000 0.99551 -0.214 -0.106 -0.015 -0.059
C -3.52945 0.82341 0.72605 -0.346 -0.295 0.379 0.813
H 3.79704 -3.35186 -0.97125 -0.008 -0.073 -0.101 0.216
C -2.07679 -3.20079 0.10847 0.522 0.053 -0.098 0.100
C -2.59117 1.20446 -1.48768 -0.007 0.360 -0.598 0.264
N 0.64587 1.43302 1.29435 -0.202 -0.360 0.172 -0.656
H -1.80606 2.11485 1.65882 0.036 0.171 -0.056 0.204
C 0.18962 2.23028 2.40918 -0.144 0.328 -0.034 -0.221
O 1.61039 0.99901 -0.64527 -0.106 -0.101 0.065 -0.553
C 0.33958 -2.36825 0.61429 0.337 0.003 -0.087 0.683
C -1.31697 2.08118 2.62960 0.293 -0.133 0.108 -0.400
C -0.69053 -3.23352 0.02833 -0.934 -0.308 -0.132 -0.023
H -3.84231 1.62713 -3.18860 0.048 0.030 -0.119 0.215
H 0.41049 0.44971 1.26090 0.113 0.045 -0.100 0.431
C -3.51115 -0.22988 1.84864 -0.379 0.073 -0.030 -0.160
C -2.09928 2.62881 -1.24084 -0.120 -0.246 0.170 -0.640
N -2.67329 -1.34545 1.48895 0.063 0.001 0.359 -0.605
H -1.68228 2.93122 3.20786 -0.076 0.026 -0.007 0.210
N -2.49864 -4.25424 -0.64784 -0.063 0.178 0.165 -0.492
H -1.02185 -0.02247 3.00643 0.099 -0.104 0.094 0.199
H -1.13252 2.61880 -0.74227 0.131 0.015 0.034 0.217
C 3.92087 -2.59066 -0.21441 -0.196 0.040 0.146 -0.240
C -3.13517 0.37158 3.21055 0.134 -0.098 -0.072 -0.391
H 1.57737 -3.49759 -0.44824 -0.036 0.101 0.132 0.436
O -4.24493 1.79076 0.75070 0.015 0.072 -0.005 -0.612
N 1.57635 -2.71992 0.20676 -0.272 -0.304 -0.256 -0.597
C 1.36162 1.95684 0.28153 -0.067 -0.211 0.058 0.899
C -3.11996 -2.31133 0.67438 0.096 0.086 0.308 0.640
H -1.45923 0.91287 4.42186 0.104 -0.076 -0.016 0.210
Cl 6.88547 -0.40129 1.28778 0.175 0.088 0.027 0.010
H 3.11721 0.12586 -3.46082 0.074 0.021 -0.110 0.213
```
Forces are in eV/Å.

***

Entry 2:
Density functional theory data (ωB97M-V with the def2-TZVPD basis set) for a molecular structure, C26H36EuP at a distorted geometry.

Computed properties:
HOMO level (spin up / spin down) (eV): -13.270 / -13.159
Gap between HOMO and LUMO (spin up / spin down) (eV): 6.707 / 5.441
Charge: +2
Spin multiplicity: 7

XYZ file:
```
64
Properties=species:S:1:pos:R:3:forces:R:3:lowdin_spin:R:1
H 1.33426 5.15274 2.34154 -0.146 -0.395 0.012 -0.001
C 1.04967 -1.24219 2.43100 0.194 -0.732 -0.318 0.269
C -0.17954 4.00132 1.33763 -0.380 -0.244 -0.230 0.038
H -0.76500 -0.73403 -5.03127 0.053 0.248 0.278 0.010
H -0.13760 3.06829 -1.29817 0.145 0.009 -0.464 0.015
H -1.87224 -3.88226 -0.36434 0.153 0.359 0.018 0.022
H -0.13391 4.71771 -3.19946 0.064 -0.015 -0.087 0.015
C -0.86376 -2.12414 3.54230 0.566 0.226 -0.247 0.011
C -0.05410 -3.17097 4.00118 0.058 0.120 -0.047 -0.006
H 2.24557 2.30795 -1.67182 -0.428 0.200 -1.208 0.020
H 1.42263 0.53577 1.81685 1.256 1.212 0.059 0.258
C 0.19782 2.74653 -2.31610 -1.330 1.109 -0.205 0.088
C -0.47060 -0.86492 -2.91358 -2.361 0.182 0.950 0.162
C -0.84005 2.76536 1.25220 0.226 -0.340 0.676 -0.004
H -3.46118 -1.84599 -2.37777 0.034 0.129 0.057 0.001
H -3.10775 -0.14170 -2.65812 -0.084 -0.048 0.056 0.000
H -2.34285 0.45759 4.09590 -0.159 -0.043 -0.393 0.000
H 1.54428 -2.90607 0.39945 0.039 -0.196 -0.176 -0.001
H -0.50131 4.82132 0.68621 0.209 -0.251 0.311 0.002
C 1.38980 1.97840 -2.33475 3.125 -1.029 0.964 0.621
C 0.58788 1.89738 3.05204 -0.657 0.454 -0.280 0.036
H 2.90721 -1.65851 -2.72439 -0.193 0.009 -0.283 0.002
H 2.59281 -2.81946 -1.01855 0.005 -0.133 0.042 0.000
C -0.80001 -2.13956 -1.04165 0.243 -0.381 0.382 0.312
H 1.67434 -0.39624 1.75656 -0.916 -1.089 0.786 0.089
C 0.84148 4.17822 2.27294 0.068 0.469 -0.256 0.001
Eu 0.98081 1.01821 -0.19181 -1.769 -1.461 0.365 3.281
C -0.47175 1.70097 2.12904 0.264 0.783 0.021 0.038
C 0.67622 3.99230 -3.09924 -0.685 0.640 -0.055 0.075
C -1.46869 -2.92780 0.02316 -0.077 -0.047 0.372 0.054
C 0.78506 -1.44523 -2.54567 0.858 -1.273 1.650 0.220
C 0.58123 -2.21463 -1.37272 0.777 1.025 -0.769 0.038
C 1.58274 -3.06027 -0.68439 0.261 -0.440 0.308 -0.006
P -1.35650 0.11748 1.87899 -0.058 -0.139 0.242 0.012
H 2.01491 3.30076 3.85069 -0.302 -0.020 -0.264 0.001
H 1.02271 3.69021 -4.08872 -0.072 0.141 0.076 0.003
H 2.00257 -2.10401 -4.19079 -0.007 0.249 0.334 0.015
C -2.89003 -0.98680 -2.00468 -0.438 0.014 0.074 0.000
C -2.73186 0.33759 3.07161 -0.254 -0.017 0.010 0.004
H -1.67207 0.46155 -4.09192 0.251 -0.163 -0.085 0.001
H -0.63989 2.22306 -2.78689 0.099 0.230 -0.051 0.000
C 1.30722 -3.24438 3.68020 -0.197 0.213 -0.145 0.016
C -0.71566 -0.07608 -4.14468 -0.228 0.173 -0.470 0.024
H -1.68990 2.62356 0.56447 0.406 0.082 0.272 0.000
H -1.92004 -2.07017 3.79952 0.272 -0.199 0.027 0.002
H -0.50081 -3.93753 4.62485 0.084 0.056 -0.033 0.000
H 0.07615 0.66091 -4.33889 -0.127 -0.202 -0.085 0.004
C 1.21668 3.14521 3.11919 0.275 -0.263 0.346 0.045
C -0.30471 -1.11961 2.72899 0.183 -0.110 0.022 0.019
H 2.92739 -2.24252 2.59121 -0.245 -0.227 0.206 0.003
H 1.41398 -4.13098 -0.87217 0.095 0.230 0.052 -0.001
C 1.87334 -2.25514 2.87126 -0.027 -0.022 0.352 0.035
C -1.44014 -1.28099 -1.97321 0.747 1.188 -1.660 0.063
H 1.49871 4.46293 -2.55897 -0.029 0.033 -0.115 0.001
H -3.27042 -0.75470 -1.00339 -0.013 -0.008 -0.132 0.000
C 2.03782 -1.39438 -3.34229 0.422 -0.078 -0.185 0.036
H 1.93766 -4.05032 4.04315 -0.223 0.040 0.017 0.003
H 1.55936 1.01738 -2.78525 -0.116 -0.031 -0.513 0.035
H -3.29865 1.23625 2.78149 0.130 -0.378 0.118 0.000
H -2.31274 -2.37488 0.46341 0.154 -0.191 -0.215 0.007
H 2.23020 -0.40658 -3.78030 -0.041 -0.258 -0.088 0.005
H 0.86426 1.10353 3.74892 -0.098 0.231 -0.192 0.002
H -0.76982 -3.17744 0.83432 -0.158 -0.015 -0.268 0.004
H -3.39323 -0.53998 3.01568 0.105 0.384 0.060 0.000
```
Forces are in eV/Å.

***

Entry 3:
Density functional theory data (ωB97M-V with the def2-TZVPD basis set) for C26H36FN3O2 in the gas phase.

Computed properties:
HOMO level (eV): -8.269
Gap between HOMO and LUMO (eV): 9.052
Energy above the lowest of the compared OMol25 structures with the same formula, charge and spin (kcal/mol): 1.85
Structure (SMILES): COc1ccc(CC(=O)N(CCN(C)C)C[C@@H]2CCCN(Cc3ccccc3F)C2)cc1

XYZ file:
```
68
Properties=species:S:1:pos:R:3:forces:R:3:nbo_charge:R:1
H -1.08461 2.01871 -5.89532 -0.080 -0.015 -0.074 0.228
H 2.04810 -4.10360 4.38404 0.026 -0.030 0.096 0.218
C -0.41493 0.91856 1.87713 0.366 0.368 0.078 -0.194
H -1.48244 5.10734 0.75396 0.018 0.023 -0.034 0.156
H -1.48838 0.98066 2.06611 0.002 -0.046 0.004 0.193
C -0.47148 2.25328 -5.03919 -0.170 0.090 0.031 -0.305
H -2.06769 0.15779 -0.83313 -0.083 0.009 -0.028 0.182
H -1.96417 4.07977 -1.77559 0.130 0.063 0.008 0.186
C -0.27304 3.34497 -2.87716 -0.238 -0.016 -0.169 -0.129
H -2.45632 -1.60874 -3.27629 -0.044 0.013 -0.036 0.166
H -1.82147 2.72193 0.31936 -0.006 -0.014 -0.058 0.156
H 2.36281 -2.25939 2.82022 0.069 0.108 0.044 0.220
H 1.10995 2.12106 0.96258 -0.059 0.000 0.003 0.237
C -1.74296 -2.22085 -2.70403 0.044 0.017 0.057 -0.402
H -2.28559 -3.02541 -2.20984 -0.060 -0.053 -0.055 0.197
H 1.61520 3.15185 -1.93044 0.063 0.012 0.118 0.238
N -0.15638 -0.27540 1.08203 -0.175 0.268 0.055 -0.458
H -0.08059 5.90584 0.00114 -0.083 -0.018 0.000 0.200
H 2.24980 -6.35136 5.07615 -0.043 0.014 0.006 0.176
C -0.01989 3.34762 2.31280 0.277 -0.044 -0.234 -0.394
H -2.82513 -1.43236 -0.68890 -0.014 0.037 -0.022 0.200
O 0.60237 -6.35901 3.81363 -0.098 0.090 -0.336 -0.494
H 2.61363 1.80394 -3.74854 0.108 -0.035 0.012 0.217
F -2.29245 3.41415 -4.11070 0.155 -0.014 0.035 -0.341
C 0.46908 -4.25274 0.87816 0.119 -0.026 0.122 -0.196
C 1.21779 -3.14028 1.25016 0.058 -0.035 0.042 -0.061
H 0.03220 -4.29702 -0.10966 -0.060 0.022 -0.111 0.214
N -1.00909 -1.45752 -1.71493 -0.163 0.025 -0.084 -0.467
C 1.59641 -4.16276 3.40628 -0.028 -0.262 0.256 -0.318
C -1.00360 3.00369 -4.00725 0.162 -0.067 0.030 0.456
H 1.26894 1.23538 -5.74189 0.037 -0.059 -0.075 0.217
H 0.61565 3.10406 3.16532 -0.033 -0.049 0.077 0.215
H -1.03332 -2.66262 -3.40258 -0.027 -0.052 -0.075 0.200
C 0.83966 1.82152 -4.94384 -0.015 0.009 0.006 -0.202
C 0.84648 -5.27019 3.02766 -0.057 0.011 -0.134 0.296
H 0.39838 0.07697 -1.59331 0.072 0.090 -0.015 0.207
C 1.42831 -1.99289 0.29704 0.263 0.123 0.071 -0.544
N -0.26613 3.90320 -0.50182 -0.132 0.094 -0.074 -0.449
H 1.46287 4.60448 1.40183 0.064 0.060 -0.003 0.207
H -2.07545 -0.93513 1.46177 0.095 -0.056 0.028 0.200
C -1.86586 -0.90896 -0.67023 0.192 -0.205 0.394 -0.230
H 0.84139 -7.33788 5.53896 0.049 0.080 0.016 0.199
C 1.59181 2.14240 -3.82580 0.118 -0.039 -0.030 -0.226
H -0.65228 1.89036 -0.74014 -0.090 -0.051 0.008 0.213
H -0.65592 5.24636 -2.03049 -0.094 -0.044 0.061 0.214
C 1.04058 2.89803 -2.80700 -0.072 -0.025 -0.114 -0.186
C 0.06680 2.23931 1.26245 -0.316 -0.098 0.140 -0.250
C 1.15587 -6.38964 5.10554 0.090 0.005 0.207 -0.251
C 0.28528 -5.30420 1.75098 0.016 -0.139 0.204 -0.254
H 0.49854 -0.92201 -3.04414 0.077 0.027 -0.049 0.203
C 1.14080 -0.66693 0.98586 -0.029 -0.361 -0.376 0.707
H 2.48019 -1.96213 0.00154 -0.099 0.106 -0.024 0.242
C -0.86580 4.19846 -1.78767 -0.113 0.099 0.046 -0.226
O 2.04019 0.01556 1.44282 0.379 0.141 0.220 -0.646
C -0.75101 2.64715 0.03920 0.290 -0.195 0.100 -0.224
C -0.42369 4.97490 0.46028 0.270 0.146 0.122 -0.210
H 0.30946 5.48241 2.41936 0.045 0.038 0.005 0.207
C -0.18821 -0.44365 -2.34692 0.017 -0.070 0.009 -0.422
H -1.05051 3.43108 2.67024 -0.080 -0.009 0.076 0.190
C 0.41505 4.67144 1.69673 -0.328 0.049 0.052 -0.398
H -0.29074 -6.17102 1.46745 -0.073 -0.108 -0.034 0.222
H 0.78061 -5.56794 5.72467 0.030 -0.026 -0.027 0.175
H 0.10373 0.79930 2.83650 -0.125 0.033 -0.027 0.212
C -1.27825 -1.12332 0.73623 -0.409 -0.121 -0.403 -0.218
H -0.98921 -2.17017 0.83334 -0.132 0.081 0.013 0.226
H -0.78483 0.29413 -2.90459 0.014 0.058 0.014 0.177
C 1.77596 -3.11478 2.51967 -0.092 0.005 -0.185 -0.134
H 0.80754 -2.11779 -0.58778 0.007 -0.032 0.017 0.258
```
Forces are in eV/Å.